No. 1
Entry from the Open Molecules 2025 dataset: a molecular structure, C5H6O2S at a distorted geometry (the ωB97M-V functional and the def2-TZVPD basis).

Last column: natural (NBO) charge in e.
Geometry (Å):
C1 0.61 1.80 0.34  0.158
C2 -0.67 1.85 0.70  -0.506
C3 -1.15 -0.57 1.58  -0.690
C4 0.34 -0.42 -0.26  0.527
C5 0.86 -1.65 -0.94  -0.706
O1 -0.92 -0.05 -0.91  -0.728
O2 1.18 0.70 -0.23  -0.503
S1 -1.84 0.51 0.33  1.088
H1 1.29 2.71 0.16  0.224
H2 -1.04 2.84 1.15  0.254
H3 -1.56 -1.62 1.33  0.159
H4 1.22 -2.44 -0.14  0.244
H5 1.66 -1.64 -1.63  0.234
H6 0.02 -2.02 -1.48  0.244

## Properties
Net charge: 0
Highest occupied orbital energy (alpha / beta): -7.84 / -7.86 eV
Multiplicity: 1
DFT total energy: -20204.731 eV
Relative energy (zero: lowest compared OMol25 entry of this formula, charge and spin): 721.2 kJ/mol
Largest force on an atom: 3.4 eV Å⁻¹
LUMO level (alpha / beta): -0.448 / -0.403 eV
HOMO-LUMO gap (alpha / beta): 7.39 / 7.46 eV

---

No. 2
Entry from the Open Molecules 2025 dataset: C5H6O4 in the gas phase at a distorted geometry (the ωB97M-V functional and the def2-TZVPD basis).

Last column: natural (NBO) charge in e.
Geometry (Å):
C1 0.04 -0.33 -2.21  0.572
C2 -0.42 -1.31 -1.39  0.496
C3 0.84 0.47 -0.02  0.118
C4 -0.51 0.06 0.38  0.002
C5 -0.64 -0.02 1.93  -0.612
O1 0.46 0.30 -3.08  -0.410
O2 -0.26 -2.45 -1.90  -0.528
O3 -0.89 -1.14 -0.15  -0.457
O4 1.15 1.75 -0.14  -0.665
H1 1.58 -0.17 0.29  0.150
H2 -1.23 0.91 0.12  0.178
H3 -0.02 0.88 2.36  0.214
H4 -0.32 -0.96 2.38  0.226
H5 -1.64 0.23 2.23  0.219
H6 1.87 1.79 -0.82  0.499

## Properties
Net charge: 0
Highest occupied orbital energy (alpha / beta): -7.98 / -8.17 eV
Multiplicity: 1
DFT total energy: -13467.688 eV
Relative energy (zero: lowest compared OMol25 entry of this formula, charge and spin): 462.9 kJ/mol
Largest force on an atom: 4.3 eV Å⁻¹
LUMO level (alpha / beta): -0.528 / -0.428 eV
HOMO-LUMO gap (alpha / beta): 7.45 / 7.74 eV

---

No. 3
Entry from the Open Molecules 2025 dataset: C5H6OS2 in the gas phase at a distorted geometry (the ωB97M-V functional and the def2-TZVPD basis).

Last column: natural (NBO) charge in e.
Geometry (Å):
C1 -1.06 1.49 -0.05  -0.342
C2 -0.98 0.34 -0.99  -0.258
C3 0.07 0.82 0.83  -0.409
C4 0.14 -0.28 -0.19  -0.150
C5 0.50 -1.72 0.01  -0.662
O1 2.77 0.17 0.26  -0.944
S1 -2.42 0.37 0.21  0.108
S2 1.61 0.91 -0.22  1.158
H1 -1.05 2.60 -0.06  0.258
H2 -1.31 0.43 -1.97  0.248
H3 0.02 0.82 1.96  0.261
H4 1.61 -1.55 0.35  0.274
H5 0.25 -2.37 -0.91  0.231
H6 -0.14 -2.03 0.78  0.227

## Properties
Net charge: 0
Highest occupied orbital energy: -8.93 eV
Multiplicity: 1
DFT total energy: -28996.495 eV
Relative energy (zero: lowest compared OMol25 entry of this formula, charge and spin): 334.0 kJ/mol
Largest force on an atom: 3.0 eV Å⁻¹
LUMO level: 0.617 eV
HOMO-LUMO gap: 9.55 eV

---

No. 4
Entry from the Open Molecules 2025 dataset: C5H6OS2 in the gas phase at a distorted geometry (the ωB97M-V functional and the def2-TZVPD basis).

Last column: natural (NBO) charge in e.
Geometry (Å):
O1 -2.55 -0.24 0.82  -0.701
C1 -1.95 -0.62 -0.38  -0.088
C2 -0.47 -0.33 -0.29  -0.191
C3 0.45 -1.29 -0.19  -0.369
S1 2.18 -1.08 -0.01  0.291
C4 2.44 0.60 0.35  -0.377
C5 1.56 1.55 0.19  -0.360
S2 -0.13 1.39 -0.35  0.254
H1 -2.56 0.71 0.86  0.469
H2 -2.37 -0.03 -1.24  0.172
H3 -2.12 -1.67 -0.47  0.198
H4 0.26 -2.34 -0.12  0.234
H5 3.46 0.74 0.60  0.238
H6 1.82 2.60 0.22  0.233

## Properties
Net charge: 0
Highest occupied orbital energy: -7.41 eV
Structure (SMILES): OCC1=CSC=CS1
Multiplicity: 1
DFT total energy: -28998.584 eV
Relative energy (zero: lowest compared OMol25 entry of this formula, charge and spin): 132.4 kJ/mol
Largest force on an atom: 1.3 eV Å⁻¹
LUMO level: 0.625 eV
HOMO-LUMO gap: 8.04 eV

---

No. 5
Entry from the Open Molecules 2025 dataset: C5H6OS2 in the gas phase at a distorted geometry (the ωB97M-V functional and the def2-TZVPD basis).

Last column: natural (NBO) charge in e.
Geometry (Å):
C1 -0.39 -0.83 0.14  -0.317
C2 0.65 -0.19 1.15  -0.317
C3 0.45 -0.23 -0.95  -0.385
C4 0.51 1.29 -0.69  0.040
C5 0.61 1.39 0.72  -0.011
H1 -2.81 -1.67 0.22  0.117
H2 -0.23 -1.82 -0.04  0.237
H3 0.93 -0.32 2.29  0.262
H4 0.20 -0.45 -1.95  0.242
H5 0.97 2.06 -1.32  0.201
H6 1.22 2.25 0.89  0.225
O1 -0.56 1.88 -0.06  -0.470
S1 -2.24 -0.50 0.00  -0.050
S2 1.81 -0.98 -0.11  0.226

## Properties
Net charge: 0
Highest occupied orbital energy: -8.95 eV
Multiplicity: 1
DFT total energy: -28995.936 eV
Relative energy (zero: lowest compared OMol25 entry of this formula, charge and spin): 387.8 kJ/mol
Largest force on an atom: 3.5 eV Å⁻¹
LUMO level: 0.617 eV
HOMO-LUMO gap: 9.57 eV

---

No. 6
Entry from the Open Molecules 2025 dataset: C5H6S in the gas phase at a distorted geometry (the ωB97M-V functional and the def2-TZVPD basis).

Last column: natural (NBO) charge in e.
Geometry (Å):
C1 -1.12 1.76 0.49  -0.240
C2 -0.43 1.71 -0.59  0.080
C3 -0.11 -0.71 0.32  -0.450
C4 1.25 -0.85 -0.42  -0.574
C5 -0.96 0.36 -0.28  -0.171
S1 2.54 0.24 0.16  -0.026
H1 -1.59 2.17 1.34  0.253
H2 -0.61 -1.67 0.26  0.222
H3 0.11 -0.49 1.37  0.233
H4 1.61 -1.87 -0.29  0.253
H5 1.11 -0.65 -1.49  0.220
H6 -1.80 0.00 -0.87  0.201

## Properties
Net charge: 0
Highest occupied orbital energy (alpha / beta): -8.04 / -7.94 eV
Multiplicity: 1
DFT total energy: -16110.317 eV
Relative energy (zero: lowest compared OMol25 entry of this formula, charge and spin): 600.3 kJ/mol
Largest force on an atom: 1.4 eV Å⁻¹
LUMO level (alpha / beta): -2.915 / -2.901 eV
HOMO-LUMO gap (alpha / beta): 5.12 / 5.03 eV

---

No. 7
Entry from the Open Molecules 2025 dataset: 2 unconnected molecules or ions with the total composition C5H6S at a distorted geometry (the ωB97M-V functional and the def2-TZVPD basis).

Last column: natural (NBO) charge in e.
Geometry (Å):
C1 3.44 0.20 0.78  -0.197
C2 0.11 0.53 -0.18  -0.140
C3 1.29 0.43 0.17  -0.160
C4 -1.98 -0.70 -0.01  -0.585
C5 -1.27 0.50 -0.63  -0.478
S1 4.44 -0.35 -0.28  0.282
H1 3.47 0.52 1.80  0.209
H2 -2.99 -0.79 -0.40  0.203
H3 -2.03 -0.58 1.07  0.209
H4 -1.43 -1.62 -0.23  0.211
H5 -1.77 1.43 -0.35  0.222
H6 -1.27 0.44 -1.72  0.223

## Properties
Net charge: 0
Highest occupied orbital energy (alpha / beta): -9.07 / -9.07 eV
Multiplicity: 1
DFT total energy: -16111.748 eV
Relative energy (zero: lowest compared OMol25 entry of this formula, charge and spin): 462.2 kJ/mol
Largest force on an atom: 3.5 eV Å⁻¹
LUMO level (alpha / beta): -1.073 / -1.074 eV
HOMO-LUMO gap (alpha / beta): 8.00 / 8.00 eV

---

No. 8
Entry from the Open Molecules 2025 dataset: C5H6S2 in the gas phase at a distorted geometry (the ωB97M-V functional and the def2-TZVPD basis).

Last column: natural (NBO) charge in e.
Geometry (Å):
C1 -0.37 0.82 0.12  -0.320
C2 -0.39 -0.46 0.08  0.096
C3 3.07 0.19 0.27  -0.607
C4 0.54 1.69 -0.78  -0.501
C5 -0.30 -1.72 -0.12  -0.524
S1 2.87 -1.41 -0.15  0.213
S2 2.36 1.63 0.26  0.417
H1 -0.85 1.36 0.86  0.226
H2 0.76 1.38 -1.77  0.218
H3 0.38 2.73 -0.68  0.212
H4 -1.19 -2.18 -0.65  0.243
H5 0.52 -2.19 0.47  0.241
H6 1.91 -1.31 -1.05  0.087

## Properties
Net charge: 0
Highest occupied orbital energy: -7.90 eV
Multiplicity: 1
DFT total energy: -26947.832 eV
Relative energy (zero: lowest compared OMol25 entry of this formula, charge and spin): 394.9 kJ/mol
Largest force on an atom: 3.8 eV Å⁻¹
LUMO level: 0.218 eV
HOMO-LUMO gap: 8.11 eV

---

No. 9
Entry from the Open Molecules 2025 dataset: C5H7B in the gas phase at a distorted geometry (the ωB97M-V functional and the def2-TZVPD basis).

Last column: natural (NBO) charge in e.
Geometry (Å):
B1 -2.58 -0.86 0.01  0.166
C1 2.41 -1.01 0.00  -0.072
C2 1.78 -0.01 -0.43  -0.304
C3 -0.60 1.00 -0.29  -0.316
C4 -1.46 0.06 -0.22  -0.006
C5 0.78 0.81 0.39  -0.426
H1 -2.76 -1.55 -0.92  -0.047
H2 -3.18 -1.05 0.99  -0.042
H3 2.61 -1.64 0.79  0.181
H4 1.82 0.51 -1.35  0.209
H5 -0.78 1.75 -0.88  0.220
H6 0.69 0.25 1.33  0.217
H7 1.27 1.73 0.59  0.221

## Properties
Net charge: 0
Highest occupied orbital energy (alpha / beta): -8.97 / -8.47 eV
Multiplicity: 1
DFT total energy: -5967.949 eV
Relative energy (zero: lowest compared OMol25 entry of this formula, charge and spin): 493.6 kJ/mol
Largest force on an atom: 5.8 eV Å⁻¹
LUMO level (alpha / beta): -0.042 / -1.485 eV
HOMO-LUMO gap (alpha / beta): 8.93 / 6.99 eV

---

No. 10
Entry from the Open Molecules 2025 dataset: 2 unconnected molecules or ions with the total composition C5H7BN2O at a distorted geometry (the ωB97M-V functional and the def2-TZVPD basis).

Last column: natural (NBO) charge in e.
Geometry (Å):
B1 -0.85 0.41 1.08  1.293
C1 0.27 -0.72 -2.86  -0.185
C2 -3.20 1.21 0.89  -0.083
C3 0.69 -0.59 -1.73  -0.036
C4 1.46 -0.35 -0.53  -0.525
C5 1.33 0.97 0.23  -0.050
N1 -4.29 1.46 0.61  -0.524
N2 -0.83 -0.89 1.52  -1.191
O1 0.00 1.25 0.64  -0.708
H1 -0.08 -0.95 -3.76  0.220
H2 1.21 -1.20 0.04  0.251
H3 2.58 -0.59 -0.93  0.262
H4 1.68 1.91 -0.25  0.220
H5 1.98 0.85 1.12  0.192
H6 -1.57 -1.59 1.58  0.443
H7 -0.37 -1.18 2.37  0.422

## Properties
Net charge: 0
Highest occupied orbital energy: -9.97 eV
Multiplicity: 1
DFT total energy: -10999.090 eV
Relative energy (zero: lowest compared OMol25 entry of this formula, charge and spin): 416.2 kJ/mol
Largest force on an atom: 3.9 eV Å⁻¹
LUMO level: -0.076 eV
HOMO-LUMO gap: 9.89 eV

---

No. 11
Entry from the Open Molecules 2025 dataset: 2 unconnected molecules or ions with the total composition C5H7BN2O at a distorted geometry (the ωB97M-V functional and the def2-TZVPD basis).

Last column: natural (NBO) charge in e.
Geometry (Å):
B1 1.22 -0.22 1.08  1.410
C1 -1.55 -0.57 -2.60  -0.182
C2 3.11 -0.97 -1.08  -0.173
C3 -1.80 0.16 -1.67  -0.045
C4 -1.92 1.07 -0.55  -0.506
C5 -1.15 0.50 0.68  -0.044
N1 4.05 -0.90 -1.74  -0.597
N2 1.83 -0.63 2.23  -1.219
O1 0.21 0.16 0.33  -0.736
H1 -1.11 -0.91 -3.49  0.245
H2 -1.47 2.11 -0.88  0.252
H3 -2.98 1.27 -0.28  0.254
H4 -1.62 -0.49 0.88  0.204
H5 -1.13 1.20 1.67  0.201
H6 2.85 -1.06 2.20  0.484
H7 1.48 -0.73 3.23  0.453

## Properties
Net charge: 0
Highest occupied orbital energy: -8.90 eV
Multiplicity: 1
DFT total energy: -10998.135 eV
Relative energy (zero: lowest compared OMol25 entry of this formula, charge and spin): 508.4 kJ/mol
Largest force on an atom: 3.8 eV Å⁻¹
LUMO level: -0.557 eV
HOMO-LUMO gap: 8.35 eV

---

No. 12
Entry from the Open Molecules 2025 dataset: C5H7BO2 in the gas phase at a distorted geometry (the ωB97M-V functional and the def2-TZVPD basis).

Last column: Mulliken spin population.
Geometry (Å):
B1 -1.95 0.25 -0.03  0.184
C1 2.00 0.77 -0.01  -0.088
C2 0.94 1.50 -0.06  0.341
C3 1.86 -0.62 -0.01  0.674
C4 -0.48 -0.06 -0.12  0.710
C5 0.45 -1.15 -0.04  -0.113
O1 -2.47 1.53 0.01  0.041
O2 -2.75 -0.87 -0.01  0.027
H1 2.93 1.30 -0.02  -0.008
H2 0.66 2.47 -0.27  0.022
H3 2.72 -1.34 -0.31  0.017
H4 0.26 -2.06 -0.80  0.097
H5 0.32 -1.81 0.83  0.096
H6 -3.40 1.68 0.34  -0.002
H7 -3.52 -0.80 -0.62  0.002

## Properties
Net charge: 0
Highest occupied orbital energy (alpha / beta): -6.95 / -9.09 eV
Multiplicity: 3
DFT total energy: -10066.459 eV
Relative energy (zero: lowest compared OMol25 entry of this formula, charge and spin): 0.0 kJ/mol
Largest force on an atom: 6.4 eV Å⁻¹
LUMO level (alpha / beta): 0.436 / -0.638 eV
HOMO-LUMO gap (alpha / beta): 7.39 / 8.45 eV
⟨S²⟩: 2.027